1.
The following is a quantum chemistry calculation of a cluster of 3 separate species, C6H9N3O2 in total, from the OMol25 dataset.

Geometry as XYZ:
```
20
Properties=species:S:1:pos:R:3:forces:R:3
C 0.250913 1.540013 0.676883 3.1 1.9 -0.3
C -0.427662 0.357598 0.255170 -2.2 0.3 -2.5
C -0.751688 -0.723114 0.933949 1.3 0.5 1.1
N -1.848944 -1.377690 0.526251 0.6 2.1 -0.7
C -2.397471 -0.736725 -0.640509 1.6 1.7 -0.2
C -1.307400 0.368155 -1.039281 1.6 -2.5 0.9
H 0.933408 1.349813 1.479389 0.5 -0.4 0.9
H -0.406160 2.271843 1.097292 -0.7 0.7 0.0
H 0.950660 2.103055 -0.041415 -1.3 -0.9 0.3
H -0.114101 -1.117069 1.697861 -0.2 -0.2 0.8
H -1.945475 -2.279035 0.761762 -0.7 -3.8 0.5
H -3.261189 -0.218788 -0.265643 -0.9 0.2 -0.7
H -2.513795 -1.410159 -1.447929 -0.8 -0.7 -0.7
H -0.599604 0.151863 -1.927879 -1.3 -0.1 1.1
H -1.745576 1.285448 -1.240727 -1.0 1.8 -0.3
O 3.908153 1.270987 -0.513420 -0.6 1.6 -0.7
C 3.911884 0.562080 0.386795 1.0 -1.4 -0.6
O 4.061688 -0.291744 1.146965 -0.4 -0.2 1.3
N 1.215056 -1.687367 -0.611167 2.1 -0.1 -1.5
N 2.087294 -1.419159 -1.234344 -1.6 -0.4 1.2
```
Forces are in eV/Å.

HOMO, eV: -7.181
Net charge: 0
Electronic energy, hartree: -548.7753
SMILES: CC1=CNCC1.O=C=O.N#N
Max |F|, eV Å⁻¹: 3.94
Gap between HOMO and LUMO, Eh: 0.28923
ΔE to the lowest compared entry with this formula, charge and spin, eV: 1.254

2.
The following is a quantum chemistry calculation of the molecule C6H9N3O2S, from the OMol25 dataset.

Geometry as XYZ:
```
21
Properties=species:S:1:pos:R:3:forces:R:3
C -1.154721 -2.998028 1.006387 0.8 0.4 -1.3
S -1.101599 -1.217374 1.089015 1.2 1.0 0.8
O -2.412846 -0.622904 1.166203 0.3 -0.7 -0.7
O -0.189383 -0.943700 2.187981 -0.7 -0.3 -0.2
N -0.290934 -0.779366 -0.357792 -1.8 2.2 -0.1
C 1.134784 -0.386210 -0.094915 0.6 -1.7 0.3
C 1.167406 1.103606 -0.356401 1.2 0.4 0.1
C 1.926607 2.262207 -0.165993 -0.9 -1.9 -0.6
N 1.268400 3.270129 -0.814153 -1.1 0.1 0.4
N 0.061253 2.821488 -1.267165 -0.3 1.4 -0.5
C 0.033725 1.559580 -0.995613 -0.7 -1.3 -0.4
C -0.979077 0.488606 -1.189760 -1.5 -2.1 1.4
H -1.763340 -3.350861 1.795876 -0.8 -0.2 0.7
H -1.501978 -3.291250 0.015041 -0.2 -0.1 0.2
H -0.137078 -3.377552 1.161571 -0.2 0.3 -0.1
H 1.665116 -1.167938 -0.788512 0.0 2.2 1.1
H 1.357446 -0.624663 0.994233 0.0 0.2 -1.6
H 2.840980 2.193227 0.345833 1.2 1.1 0.3
H 1.268784 4.303629 -0.759814 0.8 -1.3 0.2
H -2.035726 0.682559 -0.782069 1.8 -0.2 -0.2
H -1.157818 0.074815 -2.189951 0.5 0.4 0.1
```
Forces are in eV/Å.

HOMO, eV: -9.315
Net charge: 0
Electronic energy, hartree: -946.8821
SMILES: CS(=O)(=O)N1Cc2c[nH]nc2C1
Max |F|, eV Å⁻¹: 2.95
Gap between HOMO and LUMO, Eh: 0.37015
ΔE to the lowest compared entry with this formula, charge and spin, eV: 2.930

3.
The following is a quantum chemistry calculation of the molecule C6H9N3O2S, from the OMol25 dataset.

Geometry as XYZ:
```
21
Properties=species:S:1:pos:R:3:forces:R:3
N 2.647615 -0.052428 0.225121 0.1 -0.1 0.6
N 1.476720 0.694744 0.760594 0.3 0.4 -0.8
C 0.437135 0.565217 -0.251283 -0.3 -1.2 0.8
C 0.433503 1.319310 -1.409025 0.4 -0.6 0.0
C -0.516466 1.136977 -2.394363 -0.8 1.1 -0.3
C -1.615870 0.307089 -2.145846 -0.3 0.3 -2.3
C -1.632553 -0.430727 -1.019574 0.6 -1.4 2.3
C -0.571842 -0.397720 -0.079350 -0.6 1.9 -1.5
S -0.703993 -1.337797 1.357285 1.4 -3.1 -0.7
N -0.675868 -0.279802 2.543101 0.8 0.5 3.3
O -2.017846 -1.943195 1.392063 0.7 0.2 0.0
O 0.506061 -2.185773 1.391039 -1.7 1.2 0.0
H 3.321531 -0.137510 0.999075 -0.3 0.5 -0.1
H 2.277368 -0.982714 0.261370 -0.2 -1.0 -0.5
H 1.819064 1.647520 0.668864 -0.3 0.1 0.2
H 1.298638 1.934755 -1.519239 0.3 0.7 -0.4
H -0.509704 1.799828 -3.277188 0.1 -0.6 0.4
H -2.447184 0.153610 -2.891020 1.1 0.5 0.9
H -2.457225 -1.076033 -0.759279 -0.1 -0.1 -0.2
H -1.409837 -0.626388 3.245677 1.7 0.9 -1.0
H 0.340754 -0.108961 2.901978 -2.6 -0.4 -0.7
```
Forces are in eV/Å.

HOMO, eV: -9.202
Net charge: 0
Electronic energy, hartree: -946.9048
SMILES: NNc1ccccc1S(N)(=O)=O
Max |F|, eV Å⁻¹: 3.46
Gap between HOMO and LUMO, Eh: 0.35573
ΔE to the lowest compared entry with this formula, charge and spin, eV: 2.314

4.
The following is a quantum chemistry calculation of the molecule C6H9N3O4, from the OMol25 dataset.

Geometry as XYZ:
```
22
Properties=species:S:1:pos:R:3:forces:R:3
C 2.696388 -0.240905 -1.187638 1.7 0.1 -1.3
C 1.374073 -0.071906 -0.479111 1.0 0.0 -0.1
C 0.956691 -0.944542 0.475488 -1.1 0.7 0.8
C -0.367760 -0.940852 1.151916 0.2 -0.1 -1.8
C -1.605189 -0.666296 0.671943 1.0 0.4 2.5
N -2.667988 -0.649750 1.539060 -1.7 0.6 0.4
N -1.988880 -0.530176 -0.648675 -0.3 -2.1 -3.7
O -1.120944 -0.603812 -1.547335 -1.6 0.5 1.1
O -3.204570 -0.691256 -0.858756 1.0 0.9 -0.4
N 0.709771 1.090342 -0.961511 0.3 -1.1 3.2
C -0.161361 1.830142 -0.176513 0.0 1.8 0.2
O -1.071877 2.536509 -0.581075 1.4 -1.7 0.8
O 0.233094 1.849068 1.158087 -0.1 0.3 -1.0
H 2.810151 -1.143724 -1.755664 -0.9 -1.0 -0.4
H 3.621078 -0.401872 -0.602851 -0.6 0.8 0.6
H 2.963876 0.503410 -2.005500 -0.7 -0.3 1.4
H 1.657505 -1.661178 0.914436 0.0 0.3 -0.5
H -0.555555 -1.335716 2.134301 1.0 -0.1 0.5
H -2.527713 -0.128642 2.410040 -0.1 -0.3 -0.8
H -3.553125 -0.428120 1.038985 1.0 -0.3 0.8
H 0.636920 1.078562 -1.925948 -0.7 0.5 -2.1
H 1.165409 1.550713 1.236329 -0.8 0.0 -0.1
```
Forces are in eV/Å.

HOMO, eV: -8.508
Net charge: 0
Electronic energy, hartree: -699.1206
SMILES: C/C(=C/C=C(/N)[N+](=O)[O-])NC(=O)O
Max |F|, eV Å⁻¹: 4.27
Gap between HOMO and LUMO, Eh: 0.27354
ΔE to the lowest compared entry with this formula, charge and spin, eV: 2.012

5.
The following is a quantum chemistry calculation of a structure of composition C6H9N3S, from the OMol25 dataset.

Geometry as XYZ:
```
19
Properties=species:S:1:pos:R:3:forces:R:3
C -1.195208 0.523469 -0.048810 -2.4 5.3 -5.9
C -0.206318 -0.170589 0.532181 0.9 -2.5 2.7
C -0.130932 1.067052 -1.627120 -2.8 -0.7 3.4
C -2.494363 1.080792 0.175823 2.8 0.5 -3.5
C -0.573228 -0.759603 1.798276 -0.1 -1.4 3.7
C 2.108674 0.657333 -2.025880 3.2 -3.3 0.9
N -3.307644 0.603858 1.053418 -3.6 -1.2 3.0
N 1.016333 -0.156576 -0.047843 0.8 -0.7 0.6
N 0.967192 0.398249 -1.274298 -2.1 2.1 -2.2
S -0.403267 2.148760 -2.827326 -0.2 -0.7 0.6
H -2.869139 1.773609 -0.603565 0.7 -0.3 0.2
H -0.475888 -1.878628 1.994217 -0.2 0.9 -1.0
H -1.664467 -0.469964 1.989782 1.6 -0.6 0.0
H 0.057399 -0.421089 2.700180 -0.7 0.2 -1.2
H 2.364446 -0.259528 -2.572872 0.2 -0.1 -0.1
H 2.025555 1.371320 -2.767445 -0.5 1.9 -0.8
H 2.915537 0.791400 -1.309827 0.4 0.6 -0.2
H -4.349944 0.889662 0.984637 2.5 -0.3 -0.3
H 1.645499 -0.962859 0.013663 -0.4 0.2 0.1
```
Forces are in eV/Å.

HOMO (spin up / spin down), eV: -5.267 / -8.460
Net charge: 0
Electronic energy, hartree: -796.2164
Max |F|, eV Å⁻¹: 8.29
Gap between HOMO and LUMO (spin up / spin down), Eh: 0.21363 / 0.21865
<S²>: 2.0229
Spin multiplicity: 3

6.
The following is a quantum chemistry calculation of the ion C6H9N4 with charge -1, from the OMol25 dataset.

Geometry as XYZ:
```
19
Properties=species:S:1:pos:R:3:forces:R:3
C 0.840373 -1.212229 0.306726 -1.2 1.3 0.4
C -0.989024 0.213344 1.616840 0.4 -2.8 -3.3
C -1.969443 1.045521 1.939497 1.4 0.0 0.5
C -0.159392 -0.055728 0.280296 -1.4 0.3 -2.5
C 0.285771 0.841487 -2.061925 -0.4 1.3 -0.4
C 0.226902 1.154306 -0.548059 2.6 1.0 0.7
N 2.296986 -2.604839 -0.286918 -1.3 0.5 -0.5
N 1.797492 -1.347090 -0.592172 0.9 -0.9 1.4
N 0.605528 -2.312905 1.050774 -0.2 1.6 -0.4
N 1.520725 -3.132611 0.623434 1.9 -1.7 0.0
H -0.893649 -0.780364 1.981982 -0.6 -0.6 1.6
H -0.736598 -0.518171 -0.712096 -0.6 0.5 3.3
H -1.886597 2.033600 1.565810 -0.7 0.9 -0.7
H -2.639921 0.826936 2.758513 0.1 0.1 0.1
H 0.486497 -0.183650 -2.312847 0.9 -0.4 0.3
H 1.116709 1.519901 -2.387545 -1.0 -0.7 -0.8
H -0.716652 0.967901 -2.614089 1.3 0.7 0.9
H -0.488052 1.984393 -0.435469 0.2 -0.3 0.3
H 1.302345 1.560198 -0.172752 -2.3 -0.7 -0.9
```
Forces are in eV/Å.

HOMO, eV: -4.534
Net charge: -1
Electronic energy, hartree: -452.9742
Max |F|, eV Å⁻¹: 4.31
Gap between HOMO and LUMO, Eh: 0.29912
ΔE to the lowest compared entry with this formula, charge and spin, eV: 1.165